<w>
Density functional theory data (the ωB97M-V functional and the def2-TZVPD basis) for an isolated ion of composition C4H8NOS and charge -1.

```
15
Properties=species:S:1:pos:R:3:lowdin_charge:R:1
C -1.06060 -0.26035 -0.48374 -0.284
N -0.96840 0.42698 0.79799 -0.035
C -1.26826 -0.32975 1.91672 -0.387
O -1.57561 -1.50150 1.95167 -0.002
C -0.44972 0.54464 -1.58816 -0.309
C 1.07568 0.32033 -1.76934 -0.782
S 2.01038 0.48182 -0.24049 0.209
H -0.65778 -1.28031 -0.42201 0.114
H -2.10461 -0.50764 -0.66489 0.105
H 0.06571 0.56608 0.94473 0.006
H -1.04015 0.21122 2.85245 0.117
H -0.89608 0.31698 -2.56979 0.091
H -0.58335 1.62575 -1.55353 0.093
H 1.19970 -0.73166 -2.07049 0.024
H 1.31683 0.83951 -2.70062 0.038
```

Results
Total charge: -1
Orbital gap in eV: 6.7
SMILES string: O=CNCCC[S-]

---

<x>
Density functional theory data (the ωB97M-V functional and the def2-TZVPD basis) for an isolated ion of composition C4H8NOS and charge -1.

```
15
Properties=species:S:1:pos:R:3:lowdin_charge:R:1
O -0.42890 2.15386 -1.80694 -0.014
C -0.39131 1.05153 -1.26373 -0.567
N 0.02091 0.87569 0.00427 0.056
C 0.24388 -0.42196 0.65905 -0.329
C 0.62072 -0.26969 2.12764 -0.771
S 1.58583 -1.73144 2.69291 0.058
C -0.75372 -0.19848 -2.03127 -0.017
H 0.36261 1.67544 0.51148 0.129
H -0.66520 -1.02684 0.61858 0.103
H 1.00816 -1.00084 0.13977 0.070
H 1.18646 0.66095 2.25281 0.032
H -0.27234 -0.26461 2.74773 0.022
H -0.93840 0.10920 -3.05551 0.073
H -1.64046 -0.69456 -1.63659 0.079
H 0.06175 -0.91824 -1.96020 0.076
```

Results
Total charge: -1
Orbital gap in eV: 6.2
SMILES string: CC(=O)NCC[S-]

---

Stability summary - winner: <x>; margin: 15.8 kcal/mol.

---

<w>
Density functional theory data (the ωB97M-V functional and the def2-TZVPD basis) for a 2-piece molecular cluster, C6H12 overall.

```
18
Properties=species:S:1:pos:R:3:lowdin_charge:R:1
C -1.48266 0.52515 1.30957 -0.121
C -1.64072 -0.95532 1.12741 -0.246
C -0.63348 -1.79144 0.88696 -0.023
C 1.55350 0.11736 -1.11745 -0.271
C 2.33182 0.87137 -0.34640 -0.022
C 0.24640 0.56231 -1.68108 -0.126
H -0.45418 0.82981 1.09077 0.055
H -1.72617 0.83131 2.33353 0.073
H -2.15724 1.07285 0.63891 0.075
H -2.65512 -1.34697 1.20904 0.091
H -0.54980 -0.16149 -1.46466 0.063
H -0.79874 -2.85150 0.71571 0.051
H 0.39729 -1.43969 0.87107 0.048
H 1.88521 -0.86912 -1.44085 0.097
H 2.00519 1.85056 0.00251 0.058
H 3.32984 0.55438 -0.06700 0.048
H 0.36581 0.64618 -2.76674 0.076
H -0.01694 1.55424 -1.30129 0.072
```

Results
Total charge: 0
Orbital gap in eV: 10.8
SMILES string: C=CC.C=CC

---

<x>
Density functional theory data (the ωB97M-V functional and the def2-TZVPD basis) for a single C6H12 molecule.

```
18
Properties=species:S:1:pos:R:3:lowdin_charge:R:1
C 2.03359 -0.23740 0.62404 -0.087
C 0.80028 0.17141 -0.17238 -0.394
C -0.20983 1.01901 0.61234 -0.184
C -1.52062 0.84730 -0.16017 -0.203
C -1.51854 -0.63670 -0.56997 -0.190
C -0.02642 -1.04171 -0.66890 -0.162
H 1.73189 -0.83640 1.49287 0.078
H 2.59003 0.63497 0.98650 0.075
H 2.71683 -0.84691 0.01970 0.077
H 1.12417 0.76031 -1.04188 0.136
H 0.10552 2.06519 0.70429 0.112
H -0.31447 0.60946 1.62764 0.118
H -2.40303 1.12475 0.42661 0.103
H -1.51448 1.48936 -1.05051 0.108
H -2.02747 -1.23430 0.19549 0.103
H -2.06336 -0.80679 -1.50349 0.099
H 0.17715 -1.91364 -0.03484 0.104
H 0.26384 -1.33189 -1.68465 0.106
```

Results
Total charge: 0
Orbital gap in eV: 12.2
SMILES string: CC1CCCC1

---

<y>
Density functional theory data (the ωB97M-V functional and the def2-TZVPD basis) for a single C6H12 molecule.

```
18
Properties=species:S:1:pos:R:3:lowdin_charge:R:1
C -1.38832 0.57709 -0.15319 -0.235
C 0.86673 1.60690 -0.46356 -0.057
C 2.11684 -1.13754 0.30068 -0.092
C -2.26001 -0.62039 0.20128 -0.121
C 0.10628 0.36126 -0.10560 -0.320
C 0.66249 -0.79874 0.21767 -0.131
H 0.02327 -1.63541 0.46209 0.091
H -1.64749 0.91448 -1.16218 0.113
H -1.63089 1.40217 0.52460 0.113
H 0.58150 1.94356 -1.46020 0.082
H 1.94066 1.45824 -0.44792 0.058
H 0.62174 2.40567 0.23638 0.082
H 2.36295 -1.45477 1.31455 0.074
H 2.76240 -0.30645 0.03577 0.055
H 2.33812 -1.97155 -0.36590 0.073
H -3.30953 -0.34167 0.13179 0.068
H -2.06443 -0.95633 1.21689 0.073
H -2.08232 -1.44650 -0.48314 0.073
```

Results
Total charge: 0
Orbital gap in eV: 10.0
SMILES string: C/C=C(\C)CC

---

Stability summary - winner: <x>; margin: 13.4 kcal/mol.